The following is a DFT calculation (wB97M-V/def2-TZVPD) of 3 unconnected molecules or ions with the total composition C27H31N3O2.

ORCA input file:
```
! RIJCOSX wB97M-V def2-TZVPD def2/J DEFGRID3
* xyz 0 1
C -4.472 0.539 -3.821
N -3.639 0.331 -2.646
C -2.345 -0.080 -2.681
C -1.863 -0.240 -1.358
C -0.576 -0.659 -1.020
C 0.000 -0.593 0.290
C -0.290 0.469 1.190
C 0.165 0.466 2.501
C 0.884 -0.668 2.989
N 1.244 -0.740 4.305
C 1.192 0.420 5.165
C -0.034 1.262 4.887
C -0.129 1.623 3.406
C 2.178 -1.736 4.777
C 1.939 -3.073 4.106
C 1.963 -2.929 2.586
C 1.219 -1.727 2.092
C 0.844 -1.642 0.760
C -3.002 0.028 -0.471
C -3.258 -0.144 0.889
C -4.529 0.178 1.396
C -5.545 0.656 0.556
C -5.330 0.767 -0.832
C -4.069 0.432 -1.311
H -5.470 0.832 -3.492
H -4.060 1.324 -4.472
H -4.546 -0.382 -4.417
H -1.791 -0.251 -3.602
H -0.022 -1.197 -1.792
H -0.876 1.318 0.831
H 1.178 0.058 6.201
H 2.112 1.017 5.028
H -0.922 0.703 5.207
H 0.036 2.172 5.486
H 0.585 2.439 3.197
H -1.130 2.018 3.189
H 3.212 -1.385 4.604
H 2.038 -1.823 5.862
H 2.731 -3.754 4.425
H 0.977 -3.478 4.446
H 3.013 -2.865 2.259
H 1.538 -3.834 2.134
H 1.112 -2.454 0.072
H -2.481 -0.518 1.550
H -4.715 0.066 2.464
H -6.508 0.932 0.984
H -6.099 1.111 -1.520
O 4.070 -1.429 -4.073
C 4.346 -1.136 -2.970
C 3.167 1.524 -3.193
C 3.804 1.966 -4.461
C 2.655 1.716 -5.487
C 1.607 0.831 -4.792
N 1.974 0.995 -3.357
O 4.591 -0.857 -1.850
H 3.674 1.566 -2.222
H 4.090 3.020 -4.416
H 4.698 1.370 -4.715
H 2.189 2.675 -5.738
H 2.985 1.275 -6.431
H 0.566 1.118 -5.001
H 1.737 -0.224 -5.051
H 1.385 0.599 -2.640
*
```

Values from the calculation:
HOMO level: -3.48 eV
Energy above the lowest of the compared OMol25 structures with the same formula, charge and spin: 4.7176 eV
E: -37064.164 eV
Lowest unoccupied orbital energy: -1.9 eV
Frontier orbital gap: 1.5 eV

=====

The following is a DFT calculation (wB97M-V/def2-TZVPD) of C5H8N2 in the gas phase.

ORCA input file:
```
! RIJCOSX wB97M-V def2-TZVPD def2/J DEFGRID3
* xyz 0 1
N 1.339 -0.196 -1.732
C 0.780 -0.126 -0.395
C 0.032 -1.373 0.026
C -1.181 -1.055 0.467
C -1.387 0.419 0.359
C -0.460 1.361 1.041
N -0.210 0.973 -0.338
H 1.771 0.707 -1.914
H 2.088 -0.884 -1.740
H 1.549 0.078 0.373
H 0.492 -2.359 0.043
H -1.944 -1.747 0.815
H -2.360 0.800 0.057
H 0.288 1.015 1.754
H -0.796 2.387 1.182
*
```

Values from the calculation:
HOMO level: -8.82 eV
Energy above the lowest of the compared OMol25 structures with the same formula, charge and spin: 1.9674 eV
E: -8293.029 eV
Lowest unoccupied orbital energy: 1.1 eV
Frontier orbital gap: 9.9 eV

=====

The following is a DFT calculation (wB97M-V/def2-TZVPD) of 2 unconnected molecules or ions with the total composition C2H11N2O.

ORCA input file:
```
! RIJCOSX wB97M-V def2-TZVPD def2/J DEFGRID3
* xyz 0 2
C 1.954 -0.979 1.134
N 1.335 -0.080 0.126
H 1.387 -0.909 2.062
H 2.976 -0.670 1.332
H 1.847 -2.007 0.796
H 1.867 0.807 0.033
H 1.304 -0.482 -0.829
H 0.301 0.139 0.347
N -1.449 0.221 0.435
C -1.630 0.893 -0.847
O -0.817 0.320 -1.835
H -1.780 -0.738 0.444
H -1.855 0.767 1.186
H -1.408 1.949 -0.684
H -2.668 0.880 -1.203
H -1.365 -0.113 -2.496
*
```

Values from the calculation:
HOMO level (alpha / beta): -2.75 / -10.49 eV
Energy above the lowest of the compared OMol25 structures with the same formula, charge and spin: 0.4557 eV
E: -7276.560 eV
Lowest unoccupied orbital energy (alpha / beta): 0.8 / 0.6 eV
Frontier orbital gap (alpha / beta): 3.6 / 11.1 eV

=====

The following is a DFT calculation (wB97M-V/def2-TZVPD) of C9H9ClNOP in the gas phase.

ORCA input file:
```
! RIJCOSX wB97M-V def2-TZVPD def2/J DEFGRID3
* xyz 0 1
C 1.326 -0.545 -2.360
C 1.941 0.454 -1.460
P 1.414 0.578 0.285
O 2.077 2.032 1.095
C 2.243 -0.811 0.974
N 2.867 -1.647 1.506
C -0.304 0.174 0.701
C -0.698 -0.859 1.577
C -2.043 -0.889 1.919
C -2.980 -0.077 1.216
C -2.644 0.815 0.230
C -1.252 1.023 0.155
Cl -0.723 2.313 -0.850
H 1.437 -1.513 -1.957
H 0.305 -0.488 -2.318
H 1.631 -0.533 -3.339
H 1.928 1.412 -1.788
H 2.979 0.380 -1.443
H 0.171 -1.374 1.903
H -2.267 -1.561 2.705
H -4.070 -0.226 1.464
H -3.338 1.341 -0.219
*
```

Values from the calculation:
HOMO level: -9.51 eV
Energy above the lowest of the compared OMol25 structures with the same formula, charge and spin: 2.1806 eV
E: -34825.215 eV
Lowest unoccupied orbital energy: -0.2 eV
Frontier orbital gap: 9.3 eV

=====

The following is a DFT calculation (wB97M-V/def2-TZVPD) of a molecular structure, C18H12N2O4Rh.

ORCA input file:
```
! RIJCOSX wB97M-V def2-TZVPD def2/J DEFGRID3
* xyz 1 1
Rh 0.052 0.023 0.205
O 1.549 1.383 0.147
C 1.710 2.330 -0.658
C 0.895 2.650 -1.751
C 1.207 3.811 -2.498
C 0.403 4.171 -3.519
C -0.750 3.432 -3.836
C -1.068 2.309 -3.126
C -0.232 1.859 -2.085
O -0.519 0.714 -1.526
N 0.737 5.371 -4.306
O -0.005 5.655 -5.219
O 1.709 6.008 -3.965
H 2.572 2.975 -0.468
H 2.077 4.409 -2.261
H -1.376 3.771 -4.650
H -1.945 1.721 -3.361
C -2.631 -0.203 3.570
C -2.614 -1.560 3.870
C -1.873 -2.434 3.091
C -1.151 -1.937 2.025
N -1.166 -0.614 1.755
C -1.890 0.236 2.495
C -0.325 -2.692 1.085
C -0.129 -4.065 1.112
C 0.675 -4.669 0.152
C 1.286 -3.908 -0.834
C 1.101 -2.527 -0.873
C 0.301 -1.953 0.083
H -3.207 0.500 4.153
H -3.181 -1.936 4.712
H -1.862 -3.492 3.311
H -1.864 1.277 2.204
H -0.601 -4.671 1.876
H 0.822 -5.740 0.174
H 1.912 -4.382 -1.580
H 1.578 -1.931 -1.641
*
```

Values from the calculation:
HOMO level (alpha / beta): -12.31 / -12.26 eV
Energy above the lowest of the compared OMol25 structures with the same formula, charge and spin: 0.0000 eV
E: -33028.537 eV
Lowest unoccupied orbital energy (alpha / beta): -5.2 / -5.3 eV
Frontier orbital gap (alpha / beta): 7.1 / 7.0 eV

=====

The following is a DFT calculation (wB97M-V/def2-TZVPD) of a molecular structure, C4H6N2O.

ORCA input file:
```
! RIJCOSX wB97M-V def2-TZVPD def2/J DEFGRID3
* xyz 0 1
N -1.813 0.477 0.355
C -0.481 0.361 0.424
C 0.010 -0.968 0.214
O -0.750 -1.933 -0.063
N 1.360 -0.843 -0.092
C 1.730 0.477 0.042
C 0.636 1.257 0.269
H -2.168 -0.412 -0.556
H -2.085 1.415 0.051
H -1.832 -1.293 -0.853
H 1.984 -1.625 -0.207
H 2.775 0.758 0.008
H 0.635 2.330 0.408
*
```

Values from the calculation:
HOMO level (alpha / beta): -7.95 / -7.95 eV
Energy above the lowest of the compared OMol25 structures with the same formula, charge and spin: 4.0074 eV
E: -9269.494 eV
Lowest unoccupied orbital energy (alpha / beta): -0.2 / -0.2 eV
Frontier orbital gap (alpha / beta): 7.7 / 7.7 eV

=====

The following is a DFT calculation (wB97M-V/def2-TZVPD) of 2 unconnected molecules or ions with the total composition C4H7NO2.

ORCA input file:
```
! RIJCOSX wB97M-V def2-TZVPD def2/J DEFGRID3
* xyz 0 1
O 1.958 1.518 -0.510
N 1.555 0.640 -1.256
C 0.272 0.182 -0.885
C -0.207 -1.068 -0.915
C -1.317 -0.757 0.062
C -0.830 0.728 0.004
O -0.455 1.284 1.233
H 0.171 -1.985 -1.352
H -1.120 -1.170 1.057
H -2.343 -0.993 -0.230
H -1.540 1.375 -0.531
H 0.425 1.663 1.097
H 2.039 -0.536 1.168
H 1.393 -0.881 1.059
*
```

Values from the calculation:
HOMO level: -9.45 eV
Energy above the lowest of the compared OMol25 structures with the same formula, charge and spin: 5.8845 eV
E: -9841.395 eV
Lowest unoccupied orbital energy: -0.9 eV
Frontier orbital gap: 8.6 eV

=====

The following is a DFT calculation (wB97M-V/def2-TZVPD) of a molecular structure, C21H19IrN4OS3Se.

ORCA input file:
```
! RIJCOSX wB97M-V def2-TZVPD def2/J DEFGRID3
* xyz 1 2
Ir 0.475 -0.613 -0.359
N -2.615 -3.693 -0.034
C -1.856 -2.597 0.055
S -0.118 -2.859 0.011
N -2.429 -1.447 0.241
N -1.605 -0.384 0.175
C -1.931 0.746 0.714
C -3.144 0.955 1.528
C -4.399 0.555 1.069
C -5.522 0.785 1.846
C -5.401 1.389 3.091
C -4.150 1.764 3.562
C -3.025 1.558 2.780
C -1.003 1.856 0.434
C -1.291 3.181 0.707
C -0.376 4.161 0.350
C 0.775 3.802 -0.326
C 0.986 2.459 -0.594
N 0.137 1.518 -0.189
H -2.187 -4.597 -0.129
H -3.614 -3.621 0.059
H -4.492 0.087 0.101
H -6.495 0.487 1.481
H -6.280 1.559 3.697
H -4.051 2.219 4.538
H -2.048 1.834 3.158
H -2.222 3.439 1.189
H -0.573 5.199 0.581
H 1.493 4.541 -0.651
H 1.844 2.124 -1.159
C 4.146 2.900 0.677
O 3.186 1.864 0.930
C 3.490 0.620 0.586
S 4.887 0.138 -0.096
S 2.304 -0.579 1.110
H 3.789 3.768 1.222
H 4.201 3.112 -0.391
H 5.132 2.603 1.027
Se 1.397 -0.534 -2.567
C 2.235 -2.239 -2.687
C 3.610 -2.319 -2.490
C 4.232 -3.558 -2.536
C 3.486 -4.698 -2.799
C 2.118 -4.605 -3.030
C 1.485 -3.376 -2.977
H 4.184 -1.423 -2.298
H 5.298 -3.628 -2.364
H 3.973 -5.664 -2.833
H 1.544 -5.495 -3.252
H 0.421 -3.295 -3.156
*
```

Values from the calculation:
HOMO level (alpha / beta): -10.86 / -10.98 eV
Energy above the lowest of the compared OMol25 structures with the same formula, charge and spin: 0.0000 eV
E: -130778.089 eV
Lowest unoccupied orbital energy (alpha / beta): -5.2 / -5.1 eV
Frontier orbital gap (alpha / beta): 5.6 / 5.9 eV

=====

The following is a DFT calculation (wB97M-V/def2-TZVPD) of a molecular structure, C26H52O26Rb2.

ORCA input file:
```
! RIJCOSX wB97M-V def2-TZVPD def2/J DEFGRID3
* xyz 0 1
Rb -1.296 0.677 4.684
Rb -4.160 -3.015 -1.162
O -0.051 -1.507 3.084
C -0.067 -1.078 1.730
C -1.361 -0.559 0.905
O -2.408 -1.408 0.539
H 0.419 -1.903 1.209
H 0.675 -0.289 1.611
H -0.965 -0.121 -0.011
H -1.791 0.285 1.444
C -4.444 -2.188 -5.699
O -3.123 -1.893 -5.416
C -2.723 -1.342 -4.230
O -3.464 -1.188 -3.261
O -1.403 -1.286 -4.193
C -0.866 -0.877 -2.962
H -5.097 -1.317 -5.767
H -4.920 -2.773 -4.913
H -4.498 -2.828 -6.580
H -1.305 0.081 -2.684
H 0.203 -0.798 -3.155
H -1.107 -1.579 -2.163
C -4.817 0.188 2.356
O -5.641 -0.589 3.197
C -5.024 -1.260 4.174
O -3.876 -1.136 4.548
O -5.939 -1.963 4.831
C -5.656 -2.770 6.000
H -3.783 0.336 2.667
H -5.225 1.189 2.218
H -4.784 -0.269 1.366
H -6.428 -3.453 6.355
H -5.626 -2.179 6.916
H -4.813 -3.442 5.840
C 3.431 4.189 -3.298
O 3.683 2.927 -2.661
C 2.705 2.159 -2.268
O 1.555 2.406 -2.492
O 3.163 1.270 -1.421
C 2.295 0.082 -1.229
H 4.260 4.892 -3.214
H 2.685 4.697 -2.687
H 2.965 4.110 -4.280
H 2.543 -0.374 -0.271
H 2.563 -0.669 -1.972
H 1.238 0.294 -1.389
C 1.621 -3.178 -4.145
O 0.934 -3.609 -2.902
C -0.032 -4.520 -3.005
O -0.466 -5.044 -4.022
O -0.498 -4.845 -1.847
C -0.089 -4.269 -0.603
H 0.983 -2.950 -4.998
H 2.264 -3.947 -4.573
H 2.121 -2.246 -3.879
H 0.220 -3.224 -0.629
H 0.855 -4.755 -0.355
H -0.825 -4.354 0.196
C -4.433 1.058 -0.976
O -5.241 2.271 -1.136
C -4.641 3.433 -1.009
O -3.425 3.667 -1.201
O -5.568 4.363 -0.772
C -5.186 5.775 -0.818
H -3.680 1.113 -1.762
H -4.852 0.065 -1.135
H -3.987 1.116 0.017
H -5.881 6.533 -0.458
H -4.883 6.044 -1.830
H -4.323 6.068 -0.220
C 0.641 2.663 0.968
O 1.252 3.645 1.718
C 1.469 3.371 3.030
O 0.860 2.547 3.726
O 2.411 4.251 3.422
C 2.594 4.283 4.813
H 1.264 1.786 0.794
H 0.395 3.122 0.011
H -0.263 2.273 1.436
H 2.940 3.325 5.200
H 1.637 4.466 5.302
H 3.312 5.051 5.101
C 3.971 -4.640 -2.244
O 3.674 -3.660 -1.248
C 3.590 -3.972 0.054
O 3.497 -5.105 0.534
O 3.633 -2.875 0.813
C 3.416 -2.863 2.197
H 3.209 -5.419 -2.275
H 4.937 -5.082 -2.002
H 4.088 -4.169 -3.220
H 2.871 -3.701 2.630
H 2.859 -1.945 2.388
H 4.374 -2.872 2.715
C 3.755 0.485 2.669
O 4.249 1.826 2.623
C 5.131 2.180 1.697
O 5.541 1.424 0.786
O 5.319 3.564 1.870
C 5.820 4.289 0.698
H 4.354 -0.257 3.198
H 3.566 -0.050 1.739
H 2.925 0.371 3.367
H 6.906 4.200 0.722
H 5.541 5.337 0.805
H 5.550 3.863 -0.268
*
```

Values from the calculation:
HOMO level: -5.23 eV
Energy above the lowest of the compared OMol25 structures with the same formula, charge and spin: 3.4900 eV
E: -82345.139 eV
Lowest unoccupied orbital energy: -0.5 eV
Frontier orbital gap: 4.7 eV